ORCA calculation (ωB97M-V/def2-TZVPD) on a 4-piece molecular cluster, C38H61F8N4O9S3 overall in a non-equilibrium geometry.

Results
HOMO   -9.866 eV
E_LUMO   -0.126 Ha
HOMO-LUMO gap   6.4 eV
Total charge   +1
Multiplicity   1

Positions of all 123 atoms, in Å:
C 10.2415 0.6841 1.4007
C 8.9432 0.2964 0.5955
C 9.3383 0.0157 -0.9043
C 8.4754 -1.1156 1.1808
C 7.7124 1.2703 0.7851
C 8.0118 2.8157 0.7206
C 9.0182 3.2586 -0.3954
C 8.5388 3.4276 2.1060
C 6.6273 3.5504 0.4710
C 6.3860 4.5015 -0.5974
C 5.1147 5.1926 -0.7739
C 4.0196 4.9490 0.1641
O 2.8549 5.6719 -0.0362
C 1.7230 5.0571 0.6247
C 0.4544 5.7707 0.0487
O -0.7953 5.3211 0.5868
C -0.8806 3.9136 0.6896
C -2.3796 3.3828 0.4940
N -2.4516 2.7734 -0.8342
C -2.8173 1.5700 -1.2267
N -2.7368 1.2460 -2.6043
C -3.1614 -0.0509 -2.5941
N -3.4679 -0.4646 -1.3205
C -3.9137 -1.8274 -1.1124
F -3.6008 -2.5616 -2.2316
F -3.3246 -2.4688 -0.0684
C -5.5196 -1.8676 -1.0391
F -5.9294 -1.9148 -2.3501
F -5.9478 -3.0017 -0.4511
F -6.0544 -0.7370 -0.5251
N -3.2845 0.5633 -0.4195
C -3.5908 0.3635 0.9901
C -2.2989 0.1358 1.9035
O -1.1440 -0.1779 1.1196
C -0.0146 -0.4386 1.9612
C 0.8990 0.8199 2.1516
F 2.1192 0.3870 2.6179
F 1.1466 1.4407 0.9645
F 0.4069 1.7065 3.0797
C 4.2593 3.9814 1.2114
C 5.5277 3.2869 1.3863
H 10.9915 1.2728 0.8189
H 10.7543 -0.2848 1.6632
H 10.0301 1.1674 2.3928
H 9.8503 0.8719 -1.4067
H 10.1040 -0.8134 -0.8752
H 8.4748 -0.3947 -1.4856
H 8.1169 -0.9469 2.2274
H 9.3547 -1.8130 1.2729
H 7.7205 -1.5984 0.5140
H 7.2101 0.9647 1.7461
H 6.9635 1.0267 -0.0235
H 9.0243 4.3702 -0.5631
H 8.7912 2.7945 -1.3861
H 10.0607 2.9755 -0.1192
H 7.9925 2.8766 2.9209
H 8.1772 4.4820 2.1463
H 9.6415 3.3203 2.2246
H 7.1700 4.7656 -1.3359
H 4.9399 5.9251 -1.5911
H 1.7833 3.9675 0.3356
H 1.8053 5.0925 1.7411
H 0.5076 5.7053 -1.0668
H 0.5579 6.8728 0.3187
H -0.2573 3.3469 -0.0517
H -0.5139 3.5841 1.7037
H -3.0003 4.3216 0.4749
H -2.5979 2.7702 1.3828
H -2.1645 3.3863 -1.6044
H -3.2091 -0.5737 -3.5664
H -4.2737 -0.4845 1.2215
H -4.0999 1.2765 1.4007
H -2.4939 -0.7429 2.5840
H -2.1070 1.0149 2.5759
H -0.3133 -0.7641 2.9928
H 0.6281 -1.2235 1.4857
H 3.4686 3.7450 1.9575
H 5.6657 2.5610 2.2107
C 1.3287 12.0905 -1.4079
C 2.5827 11.2406 -1.6336
C 2.3724 9.9105 -0.9045
S 0.6014 9.6311 -0.8693
O 0.1553 9.6790 0.5021
O 0.2766 8.5275 -1.7437
C 0.1484 11.1633 -1.6691
H 1.3063 12.9611 -2.0638
H 1.3041 12.4455 -0.3739
H 2.7109 11.0577 -2.7040
H 3.4817 11.7456 -1.2785
H 2.8558 9.0846 -1.4241
H 2.7257 9.9595 0.1254
H -0.7886 11.5328 -1.2559
H 0.0362 10.9615 -2.7354
C -7.0041 -5.7250 0.9653
C -5.7721 -6.5965 0.6985
C -5.9907 -7.9323 1.4154
S -7.7657 -8.1763 1.4905
O -8.1770 -8.1365 2.8695
O -8.1354 -9.2580 0.6112
C -8.2095 -6.6256 0.7213
H -7.0254 -4.8473 0.3223
H -6.9967 -5.3835 2.0045
H -5.6737 -6.7676 -0.3773
H -4.8543 -6.1138 1.0381
H -5.5365 -8.7602 0.8735
H -5.6118 -7.9050 2.4368
H -9.1286 -6.2435 1.1619
H -8.3525 -6.8115 -0.3443
C -7.8801 -11.5279 -1.8825
C -9.1545 -12.2838 -2.2707
C -8.7348 -13.6793 -2.7437
S -7.2064 -14.0594 -1.8865
O -6.1434 -14.1469 -2.8578
O -7.4480 -15.1014 -0.9202
C -7.0669 -12.4961 -1.0330
H -8.1035 -10.6095 -1.3385
H -7.3208 -11.2602 -2.7843
H -9.8055 -12.3715 -1.3967
H -9.7156 -11.7585 -3.0449
H -9.4821 -14.4315 -2.4962
H -8.5328 -13.6952 -3.8145
H -6.0188 -12.2154 -0.9445
H -7.5087 -12.6168 -0.0427

***

ORCA calculation (ωB97M-V/def2-TZVPD) on a 2-piece molecular cluster, C7H12 overall in a non-equilibrium geometry.

Results
HOMO (alpha / beta)   -7.721 / -7.673 eV
E_LUMO (alpha / beta)   -0.014 / 0.017 Ha
HOMO-LUMO gap (alpha / beta)   7.3 / 8.1 eV
Relative energy (zero: lowest compared OMol25 entry of this formula, charge and spin)   137.83 kcal/mol
Multiplicity   1

Positions of all 19 atoms, in Å:
C 1.8969 -1.3314 -1.7858
C 0.6294 -0.7728 -2.1017
C 0.0924 -0.2230 -0.6633
C -1.3423 0.4257 -0.8309
C -1.6425 0.8730 0.4861
C -1.4365 1.0713 1.7062
C -1.1796 1.2690 3.0033
H 2.7939 -0.7201 -1.7683
H 1.4195 -0.1244 2.0799
H 1.9889 -2.3581 -1.4452
H 0.6575 0.1027 -2.7583
H -0.1225 -1.4917 -2.4423
H 0.7900 0.5250 -0.2874
H 0.0352 -1.0539 0.0403
H -1.2772 1.2369 -1.5655
H -2.0316 -0.3394 -1.2064
H 0.8570 0.2121 2.4445
H -1.4501 0.5287 3.7505
H -0.6785 2.1704 3.3442

***

ORCA calculation (ωB97M-V/def2-TZVPD) on C38H79InN4O6 as an isolated structure in a non-equilibrium geometry.

Results
HOMO   -12.035 eV
E_LUMO   -0.391 Ha
HOMO-LUMO gap   1.4 eV
Total charge   +2
Relative energy (zero: lowest compared OMol25 entry of this formula, charge and spin)   0.00 kcal/mol
Multiplicity   1

Positions of all 128 atoms, in Å:
In -0.1241 -4.4355 -2.6571
C 1.0711 -0.9467 0.1057
C 0.6555 -1.9682 -0.9263
O 1.1348 -2.0899 -2.0959
O -0.3231 -2.6820 -0.5867
H 2.1178 -0.9957 0.4033
H 0.5527 -1.1480 1.0450
H 0.6960 0.0443 -0.1562
C 2.9912 -3.8554 7.6223
C 2.0341 -2.9902 6.8061
C 1.5265 -1.9333 7.7972
C 0.8879 -0.6765 7.1848
C 1.7579 -0.1802 6.0275
C 2.1870 -1.2332 4.9955
N 2.7623 -2.3627 5.7069
O 3.4878 -3.2271 4.9182
C 1.0438 -1.5314 4.0030
C 3.2802 -0.5139 4.1923
C 0.8617 -3.8516 6.3091
H 2.6429 -4.1291 8.6165
H 3.9105 -3.2661 7.6991
H 3.3731 -4.8021 7.2290
H 0.7294 -2.4356 8.3562
H 2.2061 -1.6691 8.6107
H 0.6672 0.0661 7.9418
H 0.0125 -1.0891 6.6666
H 2.6541 0.3076 6.4235
H 1.2359 0.6223 5.4996
H 1.4373 -2.1430 3.1842
H 0.1475 -1.9971 4.3948
H 0.7163 -0.5854 3.5686
H 2.9507 0.4856 3.9067
H 4.1755 -0.3108 4.7808
H 3.5494 -1.0989 3.3112
H 0.0655 -3.3068 5.8021
H 0.2823 -4.4032 7.0502
H 1.2891 -4.5708 5.6047
H 2.9352 -3.4182 4.1408
C -5.5932 -0.4250 -0.4170
C -5.4257 0.0353 1.0355
C -6.5963 -0.5977 1.8190
C -6.3966 -0.6355 3.3483
C -5.0688 -1.3306 3.6177
C -3.8613 -0.6660 2.9452
N -4.1884 -0.5527 1.5279
O -3.0773 -0.0416 0.8009
C -3.5054 0.6580 3.6346
C -2.6724 -1.6166 3.1489
C -5.5474 1.5744 1.0533
H -5.7495 -1.5042 -0.5080
H -4.7353 -0.1511 -1.0274
H -6.5055 -0.0559 -0.8910
H -7.5002 -0.0093 1.6483
H -6.7578 -1.6158 1.4609
H -7.2735 -0.9561 3.8952
H -6.1005 0.3912 3.5963
H -5.0084 -2.3891 3.3375
H -4.9136 -1.4046 4.6997
H -3.2199 0.5975 4.6830
H -2.5659 1.0288 3.1973
H -4.2128 1.4490 3.4015
H -2.8272 -2.6793 2.9606
H -1.9874 -1.4324 2.3100
H -2.1231 -1.3366 4.0421
H -6.3739 1.9110 0.4360
H -4.6020 2.0416 0.7772
H -5.7368 1.8625 2.0891
H -2.6991 -0.8390 0.4059
C 5.2019 -1.5809 -1.7381
C 4.7257 -0.3504 -2.4934
C 5.9866 0.5190 -2.7053
C 5.8546 1.5572 -3.8427
C 4.4928 1.5537 -4.5583
C 3.9602 0.1781 -4.9336
N 4.2461 -0.7596 -3.8260
O 3.5342 -1.8939 -3.8947
C 2.4305 0.3199 -5.0158
C 4.5396 -0.3474 -6.2465
C 3.6899 0.4644 -1.7256
H 6.0277 -2.1219 -2.1975
H 4.4353 -2.3591 -1.6887
H 5.4636 -1.2538 -0.7336
H 6.1865 1.0992 -1.8060
H 6.8610 -0.0762 -2.9572
H 6.6775 1.4824 -4.5491
H 5.8681 2.5791 -3.4574
H 4.7552 2.0719 -5.4873
H 3.7654 2.2314 -4.1183
H 1.7915 -0.5642 -4.9484
H 2.0051 0.9401 -4.2254
H 2.1772 0.7817 -5.9743
H 5.5981 -0.5943 -6.2468
H 3.9609 -1.1823 -6.6414
H 4.3944 0.4480 -6.9820
H 2.7582 -0.0963 -1.6454
H 3.4925 1.4758 -2.0734
H 4.0384 0.5916 -0.6964
H 2.6081 -1.7675 -3.5792
C -1.8269 5.0980 -3.8317
C -1.2693 3.8368 -4.4968
C -0.0601 3.3530 -3.6693
C -0.4928 2.3561 -2.5921
C -1.1764 1.1722 -3.2289
C -2.3857 1.4634 -4.1329
N -2.3172 2.8338 -4.6169
O -3.2351 3.1170 -5.6003
C -2.3791 0.4539 -5.2991
C -3.6738 1.3451 -3.3053
C -0.7595 4.1458 -5.9197
H -2.6115 5.5436 -4.4433
H -2.1366 5.0323 -2.7883
H -1.0131 5.8277 -3.8048
H 0.8296 3.0094 -4.1964
H 0.2766 4.2587 -3.1607
H 0.3498 2.0885 -1.9549
H -1.2081 2.9141 -1.9736
H -1.5519 0.4780 -2.4724
H -0.3947 0.6250 -3.7698
H -2.6104 -0.5425 -4.9245
H -1.4307 0.3663 -5.8286
H -3.1285 0.8101 -6.0037
H -3.9072 0.3398 -2.9677
H -4.4765 1.7502 -3.9310
H -3.7739 2.0234 -2.4524
H -1.3570 4.7843 -6.5735
H 0.2729 4.4874 -5.8918
H -0.8089 3.2482 -6.5475
H -4.0277 3.4451 -5.1446

***

ORCA calculation (ωB97M-V/def2-TZVPD) on one molecule with the formula C4H6N2O2 in a non-equilibrium geometry.

Results
HOMO   -9.372 eV
SMILES   [H]/N=C\NC(=C)OC=O
E_LUMO   0.018 Ha
HOMO-LUMO gap   9.9 eV
Relative energy (zero: lowest compared OMol25 entry of this formula, charge and spin)   70.29 kcal/mol
Multiplicity   1

Positions of all 14 atoms, in Å:
H 2.4062 -0.2767 0.1282
N 2.6825 0.7677 0.1455
C 1.6095 1.5076 0.2005
N 0.2774 1.2835 -0.1309
C -0.3392 0.0938 -0.3803
C -0.2124 -0.7899 -1.4079
O -1.2062 -0.1419 0.7370
C -1.9155 -1.2504 0.9841
O -2.0992 -2.2258 0.2172
H 1.7596 2.6003 0.4379
H -0.2086 1.8702 0.7073
H -0.8837 -1.6668 -1.5566
H 0.5173 -0.4664 -2.1925
H -2.3877 -1.3052 2.1104

***

ORCA calculation (ωB97M-V/def2-TZVPD) on a 2-piece molecular cluster, C13H25N5O overall in a non-equilibrium geometry.

Results
HOMO (alpha / beta)   -11.349 / -12.156 eV
E_LUMO (alpha / beta)   -0.153 / -0.153 Ha
HOMO-LUMO gap (alpha / beta)   7.2 / 8.0 eV
Total charge   +1
Expectation value of S²   0.7544
Multiplicity   2

Positions of all 44 atoms, in Å:
N 1.8762 3.6789 5.2957
C 1.7481 3.3031 3.9591
C 2.5630 3.9127 2.9672
N 2.5807 3.7285 1.6679
N 1.6828 2.8296 1.3323
C 0.8750 2.1367 2.1063
C 0.8255 2.2983 3.5030
N -0.0188 1.6048 4.3460
H 1.8175 4.6985 5.3701
H 1.0270 3.3551 5.7648
H 3.2929 4.6528 3.3310
H 1.6182 2.6591 0.3272
H 0.1966 1.3871 1.6407
H -0.6424 2.2008 4.8822
H -0.5111 0.8459 3.8848
C 1.2816 -2.4811 -1.5192
C 0.0233 -2.0068 -0.7364
C -1.1456 -2.9943 -0.9203
C -1.9037 -2.8590 -2.2353
C -2.3021 -1.4077 -2.4738
C -1.0967 -0.4639 -2.4286
N -0.3170 -0.6125 -1.1569
O -0.9997 -0.0472 -0.1927
C -0.2062 -0.7325 -3.6572
C -1.5782 0.9798 -2.6225
C 0.4406 -2.1014 0.7399
H 1.6258 -1.7549 -2.2528
H 2.1395 -2.6201 -0.8592
H 1.1127 -3.4256 -2.0380
H -1.8671 -2.8537 -0.1081
H -0.7800 -4.0189 -0.8208
H -1.3041 -3.2419 -3.0653
H -2.8022 -3.4786 -2.2004
H -2.8009 -1.3225 -3.4418
H -3.0437 -1.1123 -1.7243
H 0.6854 -0.1020 -3.6438
H -0.7522 -0.5069 -4.5740
H 0.1118 -1.7696 -3.7460
H -2.3260 1.2766 -1.8869
H -2.0395 1.0952 -3.6033
H -0.7430 1.6829 -2.5652
H 1.2346 -1.3871 0.9760
H 0.8151 -3.1019 0.9578
H -0.3937 -1.9241 1.4210

***

ORCA calculation (ωB97M-V/def2-TZVPD) on C12H18AgO9 as an isolated structure in a non-equilibrium geometry.

Results
HOMO (alpha / beta)   -16.290 / -16.288 eV
E_LUMO (alpha / beta)   -0.230 / -0.488 Ha
HOMO-LUMO gap (alpha / beta)   10.0 / 3.0 eV
Total charge   +2
Relative energy (zero: lowest compared OMol25 entry of this formula, charge and spin)   14.68 kcal/mol
Expectation value of S²   0.7555
Multiplicity   2

Positions of all 40 atoms, in Å:
Ag 0.4404 1.8321 -3.2116
C 3.1093 -3.2700 0.9060
C 3.5783 -2.0916 0.0649
C 4.0832 -2.3481 -1.3878
O 3.5099 -1.2648 -2.1158
C 2.6416 -0.5920 -1.3819
O 2.0070 0.3368 -1.7430
O 2.4953 -1.2489 -0.1648
H 3.8432 -4.0777 0.8046
H 2.1356 -3.6417 0.5922
H 3.0909 -3.0924 1.9818
H 4.3481 -1.5546 0.6668
H 3.7700 -3.3205 -1.7639
H 5.1591 -2.1822 -1.3782
C 0.0352 2.3740 3.1262
C -0.5263 2.8689 1.7956
C -0.4891 4.3848 1.5971
O -0.1742 4.5230 0.2263
C 0.2778 3.3637 -0.2501
O 0.6564 3.2588 -1.3894
O 0.3507 2.4403 0.6986
H 0.1515 1.2950 3.0306
H -0.6062 2.5557 3.9852
H 0.9749 2.9024 3.2739
H -1.4688 2.4024 1.4986
H 0.2838 4.8482 2.2147
H -1.4460 4.8192 1.8848
C -4.5735 -2.0521 -1.5198
C -3.7324 -1.0932 -0.7169
C -2.3439 -1.6478 -0.3071
O -1.4618 -0.5583 -0.6402
C -2.1051 0.3152 -1.4251
O -1.5353 1.2724 -1.9266
O -3.3675 0.0185 -1.5741
H -4.8722 -3.0336 -1.1570
H -4.1156 -2.1299 -2.5116
H -5.5516 -1.6636 -1.8340
H -4.1515 -0.6406 0.1808
H -2.0203 -2.5033 -0.8963
H -2.4011 -1.8045 0.7665

***

ORCA calculation (ωB97M-V/def2-TZVPD) on a 3-piece molecular cluster, C3H9O4 overall in a non-equilibrium geometry.

Results
HOMO   -4.173 eV
E_LUMO   0.137 Ha
HOMO-LUMO gap   7.9 eV
Total charge   -1
Relative energy (zero: lowest compared OMol25 entry of this formula, charge and spin)   39.27 kcal/mol
Multiplicity   1

Positions of all 16 atoms, in Å:
O 1.0436 0.8262 -1.6751
C 0.6056 0.2845 -0.6215
O -0.4844 0.4576 -0.0660
C 1.6072 -0.6276 0.0235
C 1.2404 -2.0308 0.2435
H 2.5511 -0.4472 -0.5325
H 1.7614 -0.1647 1.0347
H 0.1799 -2.2171 0.6170
H 1.6223 -2.7376 -0.3701
H 1.9274 -2.4045 1.1239
H -2.0994 -1.5784 2.0979
H -1.9974 -0.6814 1.0692
O -2.0649 -1.6505 1.2397
H -1.0994 2.4502 0.9540
H -1.2699 2.1985 -0.6836
O -1.2811 2.8450 0.1034

***

ORCA calculation (ωB97M-V/def2-TZVPD) on one molecule with the formula C13H24O2 in a non-equilibrium geometry.

Results
HOMO   -9.902 eV
SMILES   CC(C)CCC[C@@H](C)[C@@H]1CCCOC1=O
E_LUMO   0.029 Ha
HOMO-LUMO gap   10.7 eV
Relative energy (zero: lowest compared OMol25 entry of this formula, charge and spin)   0.00 kcal/mol
Multiplicity   1

Positions of all 39 atoms, in Å:
C -0.3650 -1.0694 -4.5901
C 0.7678 -0.3034 -3.8734
C 1.3188 0.7910 -4.7782
C 0.3501 0.3744 -2.5672
C -0.1339 -0.6102 -1.4863
C -0.2297 0.1699 -0.1868
C -0.5578 -0.6603 1.0547
C 0.5879 -1.6549 1.3446
C -0.8913 0.2528 2.2411
C 0.2890 1.0746 2.6998
C -0.0896 1.6640 4.0095
C -0.3200 0.5413 5.0749
O -1.3794 -0.3749 4.6398
C -1.6668 -0.4843 3.3280
O -2.6367 -1.1262 2.9418
H -0.6016 -2.0313 -4.0730
H -1.2499 -0.4362 -4.6581
H -0.0545 -1.3245 -5.6042
H 1.5774 -1.0221 -3.5998
H 0.5123 1.4511 -5.0738
H 2.0808 1.3615 -4.2521
H 1.7649 0.3714 -5.6917
H 1.2153 0.9236 -2.1862
H -0.4363 1.1585 -2.7156
H 0.6088 -1.4190 -1.4169
H -1.1286 -0.9767 -1.7754
H 0.7281 0.6806 -0.0190
H -0.9605 0.9534 -0.2830
H -1.4745 -1.2599 0.8022
H 0.6337 -2.3882 0.5695
H 1.5748 -1.2043 1.3795
H 0.4397 -2.2079 2.2875
H -1.6359 0.9607 1.8958
H 0.5290 1.8223 1.9481
H 1.1552 0.4105 2.9111
H -0.9846 2.2541 3.9577
H 0.7190 2.3183 4.3885
H -0.6514 1.0188 6.0240
H 0.5954 0.0007 5.3326

***

Look up the multiplicity of the third one.
1

***

What is the formula in the first record?
C38H61F8N4O9S3

***

What is the multiplicity in the seventh record?
1